This record from the OMol25 dataset describes a 16-piece molecular cluster, C46H131N7O25 overall at a distorted geometry. The level of theory is the ωB97M-V functional and the def2-TZVPD basis.

XYZ file:
```
209
Properties=species:S:1:pos:R:3:forces:R:3:lowdin_charge:R:1
C 0.1399 3.6965 -1.1134 -0.3615 -0.2240 0.6389 -0.2156
C 1.6060 3.7832 -1.4193 0.1784 -0.5058 0.2348 -0.1930
O 2.2875 2.6448 -0.8680 1.3044 0.8253 -0.4555 -0.1369
O -0.3292 2.4284 -1.5215 -0.4757 -0.0794 -0.3831 -0.0915
H -0.3586 4.4332 -1.7355 -0.1444 0.4317 0.0281 0.1200
H -0.1669 3.8679 -0.0706 0.4380 0.0990 -0.1011 0.1224
H 2.0142 4.7321 -1.0762 0.2004 0.0758 0.0518 0.1335
H 1.6147 3.7354 -2.5029 0.5285 0.0732 -0.4054 0.1000
H 3.2824 2.6710 -1.1139 -1.2869 -0.0678 0.3591 0.0936
H -0.4003 1.8651 -0.7364 0.1583 -0.2314 0.2242 0.0541
C -0.6281 3.5490 5.3611 0.7511 1.9630 -0.8429 -0.2589
C 0.7680 3.3796 4.7164 -1.6295 -0.0234 -0.8367 -0.2159
O 0.7429 4.2186 3.5402 1.3294 -1.5979 -0.8719 -0.1304
O -1.6979 3.1597 4.5660 -0.2355 -1.7929 -0.2319 -0.0762
H -0.7081 4.6366 5.4842 0.0210 0.0229 0.4457 0.1203
H -0.7443 3.0824 6.3049 0.2698 -0.6068 1.0616 0.0893
H 0.8560 2.2952 4.4881 0.4282 0.4713 -0.1791 0.1005
H 1.5484 3.7349 5.3825 0.1706 -0.2313 0.3059 0.1115
H 1.3256 3.7652 2.8082 -1.2316 0.9519 1.6983 0.0660
H -2.0043 3.9019 4.0388 0.0730 0.5723 -0.1245 0.0148
C -0.3841 0.8804 -4.7996 -0.3364 0.7563 2.4210 -0.2483
C 0.1685 2.3136 -4.8729 0.3151 -0.2866 -0.3596 -0.2016
O -0.5531 3.3678 -4.2093 0.0235 -0.9013 -0.1468 -0.0781
O -1.6755 0.7214 -5.3026 -1.4717 0.6190 -0.2929 -0.1010
H -0.4097 0.5336 -3.7254 0.4451 0.3627 -0.7070 0.1092
H 0.2591 0.2133 -5.3379 0.5097 -0.2717 -0.3951 0.1180
H 0.2565 2.5127 -5.9546 -0.2544 0.5938 0.4618 0.1266
H 1.1897 2.2928 -4.4758 0.0279 -0.1264 -0.0572 0.0899
H -0.5818 3.1356 -3.2576 -0.0091 -0.2577 -0.7480 0.0289
H -2.2834 1.4236 -4.9271 0.6800 -0.5299 -0.0527 0.0725
C 2.4894 -3.1454 2.3689 1.2984 -0.1992 -0.1573 -0.2657
C 1.7746 -4.3909 2.7840 -0.9989 1.3953 0.8863 -0.2135
O 0.3695 -4.2613 2.5049 1.1267 1.5542 0.3328 -0.0619
O 2.2395 -2.8446 1.0201 0.3120 1.1890 -0.2508 -0.1082
H 3.6020 -3.3095 2.5917 -1.1190 0.1024 -0.4088 0.1322
H 2.2044 -2.3171 3.0211 -0.2294 0.0566 0.0231 0.0956
H 2.0756 -4.4172 3.8417 -0.7655 -0.5516 0.2140 0.1268
H 2.1015 -5.2604 2.3090 0.9890 -1.3702 -0.8841 0.0916
H -0.1126 -5.0361 2.7591 -0.3653 -0.9516 0.1346 0.0359
H 2.3831 -1.8538 0.9552 0.0028 -1.4450 0.0034 0.0496
C 2.7998 0.5003 2.4724 1.7678 -0.5370 1.5680 -0.2398
C 3.2466 1.9402 2.4286 -3.3439 0.3425 -0.4991 -0.1096
O 2.1799 2.7969 1.8511 1.3309 -0.7329 1.7773 -0.0967
O 2.9909 -0.2896 1.3555 -0.0309 0.1789 -1.5429 -0.1158
H 1.7700 0.5003 2.7716 -0.5952 -0.1949 0.5133 0.0800
H 3.4846 -0.0284 3.1915 -0.9753 0.6626 0.1513 0.1496
H 4.0887 2.0719 1.8415 2.0207 0.2728 -0.8501 0.0948
H 3.3153 2.2965 3.4264 0.5679 0.3010 0.8707 0.1146
H 2.1431 2.5479 0.9439 -0.3233 0.0029 -1.8675 0.0235
H 2.4185 -0.0216 0.5970 0.1005 0.0167 -0.3673 0.0487
C -3.0939 4.6591 1.2033 3.3583 -0.4290 0.0741 -0.2638
C -1.9014 5.2980 2.0112 -0.5917 0.3249 -0.6095 -0.1872
O -2.2876 5.4182 3.3693 0.8066 -0.3445 0.5267 -0.0752
O -4.1752 5.4426 1.5287 -0.8792 0.2247 -0.4087 -0.0508
H -3.1852 3.5514 1.3865 -0.2623 0.8714 0.4030 0.1305
H -2.7817 4.7156 0.1487 -0.2653 0.2158 0.0006 0.0959
H -1.6708 6.3273 1.6431 -0.4142 -0.6698 -0.1420 0.1329
H -0.9398 4.7555 1.9776 -0.6907 -0.1099 0.1741 0.0949
H -3.1687 5.7714 3.4670 -0.4387 0.2797 -0.4422 0.0907
H -4.8694 5.2159 0.9039 -0.5770 0.0626 0.3385 0.0814
C -3.4501 -1.8384 -3.4275 0.4531 -0.9323 0.0183 -0.2438
C -3.1437 -2.8866 -4.4765 1.7877 0.7338 -0.2222 -0.2897
O -4.1672 -3.7219 -4.8496 -1.4573 -0.5941 -0.7760 -0.0386
O -2.2529 -1.0852 -3.1622 -1.0772 0.5431 -0.9495 -0.1032
H -3.8087 -2.4144 -2.5617 0.5399 0.3461 0.1939 0.0952
H -4.2752 -1.2212 -3.7246 -0.4531 0.6697 -0.3155 0.1196
H -2.2961 -3.4619 -4.0854 0.0806 -0.0169 0.0636 0.0993
H -2.7572 -2.3780 -5.3875 -0.3975 -0.2991 0.3533 0.1366
H -4.7009 -4.0577 -4.1212 0.4398 0.1624 0.2950 0.0909
H -2.2157 -0.4252 -3.9240 0.2084 -0.9119 0.9458 0.0686
C -2.7962 -4.3265 1.6358 -0.5269 -1.6210 -1.8461 -0.1627
C -2.7159 -5.8411 1.8330 -0.3985 -0.2435 0.3039 -0.2031
O -1.3741 -6.2265 2.0844 -0.3531 -0.1987 0.4375 -0.0616
O -1.9738 -4.0447 0.4842 -2.5249 0.2995 -0.0445 -0.0821
H -2.5498 -3.7435 2.4957 0.5288 0.3340 0.5970 0.1051
H -3.8224 -4.1153 1.3393 -0.1134 0.2660 0.0405 0.1239
H -3.1193 -6.4183 0.9677 0.3015 0.7960 0.3018 0.1240
H -3.3023 -6.1885 2.6786 -0.2666 0.2582 0.3182 0.1160
H -1.1009 -6.6967 1.3106 0.7239 -0.2899 -0.6800 0.0811
H -1.1307 -3.8410 0.7927 2.6623 0.5162 0.9535 0.0306
C -1.1967 -5.9249 -2.4937 0.1563 -1.4805 1.0033 -0.2133
C -2.6419 -6.0686 -2.0701 -0.0720 0.4681 0.1731 -0.2182
O -3.2569 -4.8231 -1.7448 -0.3175 0.1881 -0.3920 -0.0977
O -0.3118 -5.7636 -1.3508 -0.8895 0.8801 -0.9829 -0.0675
H -0.9867 -5.2007 -3.2332 -0.0765 1.2073 -0.7213 0.0995
H -0.8842 -6.8435 -2.9130 0.1890 -1.2440 -0.6289 0.1034
H -2.5674 -6.7038 -1.1850 -0.2941 -0.1846 0.1772 0.0966
H -3.2874 -6.6136 -2.8133 0.6728 0.8122 0.4982 0.1388
H -2.7448 -4.2748 -1.1043 -0.0672 -1.0280 -0.2706 0.0527
H -0.3846 -4.8053 -1.2910 0.6277 0.1469 0.9630 0.0328
C -0.5890 -0.2825 7.1290 0.1394 0.4337 -0.4883 -0.0481
C -0.6703 -1.0807 5.8251 -0.3732 -0.0417 -1.3130 -0.4056
C -1.9627 -0.6863 5.1015 0.0018 0.5718 -0.6265 -0.2158
O -2.1333 -1.2959 3.8278 0.6300 -0.5601 0.5039 -0.2144
C -3.3145 -0.8068 3.2340 -0.0725 -1.4607 1.4353 -0.1120
N 0.4795 -1.0065 4.9170 1.2232 -0.0183 -0.5051 0.0489
H -0.4012 0.7980 6.9341 -0.0028 -0.7086 0.1059 0.0743
H 0.1401 -0.6705 7.8446 0.0644 0.0645 -0.2957 0.0773
H -1.5718 -0.3577 7.5931 -0.0240 0.0911 0.1649 0.0749
H -0.8125 -2.1491 6.0699 0.3371 0.2844 -0.0157 0.1428
H -2.0426 0.3730 4.8552 0.4558 0.5985 0.6677 0.1112
H -2.8053 -0.9180 5.7322 -0.6155 -0.2891 0.4099 0.1150
H -3.3558 -1.3475 2.3082 -0.3558 0.3083 -0.8193 0.0657
H -3.2659 0.2708 3.1900 -0.3032 0.4607 -0.4270 0.0710
H -4.1679 -1.1443 3.8788 0.2271 0.5337 -0.5920 0.1071
H 0.3890 -1.5839 4.0687 -0.3616 0.2629 0.8177 0.0584
H 0.8975 -0.1106 4.6001 -1.0075 -0.5985 0.9480 0.0521
C 6.6557 0.3060 1.1317 1.3646 0.3237 0.6966 -0.0428
C 6.5758 -0.8245 0.1387 0.7008 -1.1852 -0.1483 -0.4385
C 6.4611 -2.1379 0.9090 1.3025 -0.3218 -0.5631 -0.2363
O 7.4865 -2.1179 1.8776 -0.4732 -1.0643 0.4753 -0.2044
C 7.4636 -3.3930 2.4900 0.8948 -0.4983 2.2294 -0.1226
N 5.4052 -0.7563 -0.6655 -1.6493 0.5205 -1.3320 0.0468
H 6.3770 1.2557 0.6771 0.2179 0.0784 0.0454 0.0560
H 7.6263 0.3881 1.7422 -1.3479 -0.1706 -1.3039 0.1168
H 5.9071 0.0353 1.8430 -0.7472 0.2755 0.8443 0.0589
H 7.4002 -0.8508 -0.6129 -0.0835 -0.0033 0.9355 0.1585
H 6.6503 -3.0515 0.2973 -0.2691 0.6731 -0.3146 0.1245
H 5.4380 -2.3111 1.3352 0.5805 0.6105 0.0308 0.1229
H 8.3008 -4.0964 2.1066 -1.5896 0.9785 0.2433 0.1101
H 6.4116 -3.8080 2.4033 1.4187 -0.0741 0.1820 0.0878
H 7.6899 -3.2275 3.6189 -0.3948 -0.4130 -1.7931 0.1069
H 5.4447 -1.5479 -1.2969 -0.2051 -0.0081 -0.3700 0.0731
H 4.5491 -0.8930 -0.1251 0.2358 0.2136 0.1200 0.0615
C -8.5311 4.2887 0.0240 0.8221 -0.4298 0.4824 -0.0578
C -7.5890 3.0865 0.3001 -2.4009 0.1028 -0.1808 -0.4343
C -7.3583 2.8066 1.8154 0.5262 -0.0040 -0.4030 -0.1698
O -6.4445 3.8367 2.2049 0.3714 -0.1053 -0.2046 -0.2369
C -5.8319 3.6614 3.4918 -2.8973 -0.8751 -1.3405 -0.0511
N -8.1132 1.9237 -0.4370 1.0563 -0.2188 0.9502 0.0423
H -8.0661 5.1137 0.5775 -0.4774 0.2329 -0.3170 0.0711
H -9.5144 4.0645 0.4642 0.1423 0.2275 -0.3587 0.0795
H -8.5871 4.5051 -1.0736 -0.0287 -0.1222 1.0132 0.0877
H -6.6230 3.3875 -0.0401 0.8300 -0.0486 -0.3618 0.0787
H -6.8878 1.7637 1.8469 -0.5398 1.2085 0.4170 0.1351
H -8.2430 2.8999 2.4925 0.2717 -0.5164 -0.7500 0.1343
H -4.9658 4.2174 3.5196 1.6091 1.5400 0.2288 0.0395
H -5.5683 2.6386 3.5277 0.4085 -1.3300 0.6346 0.0701
H -6.5914 3.9031 4.2349 0.3644 0.0748 0.4627 0.0991
H -7.3176 1.3752 -0.7726 -0.8989 0.0982 -0.4012 0.0521
H -8.8908 2.0753 -1.0772 0.8116 0.0543 0.1514 0.0703
C 0.2017 -2.1596 -1.4285 -1.0080 -1.1436 -0.4538 -0.0560
C 0.2930 -0.7284 -1.0173 1.1329 0.4682 2.3775 -0.3840
C -0.2344 -0.5270 0.4418 1.6996 0.2209 -0.9985 -0.1093
O 0.0206 0.8842 0.7163 -0.6627 -1.8957 0.3780 -0.2170
C -0.6346 1.2150 1.9199 0.1988 1.3138 0.5076 -0.0884
N 1.6653 -0.1514 -1.0616 -0.3295 -1.2932 -0.0270 0.0856
H -0.8998 -2.3856 -1.5359 1.0127 -0.0591 0.4510 0.0843
H 0.7326 -2.8869 -0.7355 -0.5540 1.0004 -0.8126 0.0850
H 0.5296 -2.2569 -2.4715 0.3599 -0.1754 0.2074 0.0861
H -0.3173 -0.0796 -1.6011 -0.8855 0.0561 -0.8342 0.0895
H 0.2618 -1.1742 1.2322 -0.4930 0.6610 -0.9494 0.1457
H -1.2877 -0.7249 0.3917 -0.8162 -0.0433 0.4099 0.1147
H -1.7223 1.2091 1.8091 0.0298 -0.2055 0.0712 0.0861
H -0.2969 2.2112 2.1374 -0.2467 0.7655 0.1377 0.0646
H -0.3092 0.6740 2.8164 -0.2527 -0.6488 -0.4530 0.0735
H 1.5678 0.8491 -1.1339 0.3564 0.3548 -0.3382 0.0388
H 2.1633 -0.5206 -1.8734 -0.1089 0.3324 0.2091 0.0831
C -4.5859 3.7651 -1.9835 -1.8739 0.5039 2.1497 -0.0289
C -3.5182 2.8038 -2.3559 0.1876 -0.6136 -1.3805 -0.4018
C -3.5064 1.5787 -1.5224 -0.5458 -0.4173 0.4641 -0.2051
O -4.7853 0.9909 -1.4477 -0.8332 -0.2694 -0.1315 -0.1823
C -4.7686 -0.2668 -0.7866 -0.1308 0.3819 0.5807 -0.0695
N -3.5688 2.4610 -3.7957 -0.3038 -0.7910 0.2154 0.0705
H -5.5431 3.2580 -1.6233 1.2588 0.3951 -0.8982 0.0871
H -4.8419 4.4082 -2.8101 -0.0603 0.3950 -0.1843 0.0801
H -4.3074 4.3955 -1.1007 -0.0437 -0.3450 -0.8708 0.0664
H -2.5395 3.2313 -2.3179 0.6269 0.5094 0.7046 0.1068
H -3.1703 1.8052 -0.5325 0.2515 0.4316 1.0961 0.1108
H -2.8359 0.8530 -1.8924 1.0564 -0.7722 -0.7533 0.0953
H -4.3619 -1.0614 -1.4165 0.1285 0.2920 0.2985 0.0523
H -5.8009 -0.5417 -0.5138 0.3066 0.2370 -0.1728 0.0944
H -4.1909 -0.1543 0.1558 -0.1439 -0.3237 -0.3517 0.0866
H -3.5509 3.3446 -4.2393 0.4624 1.0731 -0.9313 0.0691
H -4.4880 2.1361 -4.0421 -0.5681 -0.5576 0.1194 0.0904
C 5.6085 -5.9013 -1.6572 1.5272 1.0998 -0.6672 -0.0524
C 4.4518 -5.1050 -1.2056 -1.2037 1.4617 0.6730 -0.4743
C 3.6852 -4.3309 -2.2790 0.8877 0.7608 -0.4824 -0.1517
O 4.6775 -3.4955 -2.9618 -0.5918 -0.3471 -0.0738 -0.2068
C 4.1539 -2.7195 -4.0321 0.9615 0.6771 0.0282 -0.1089
N 3.5814 -5.8215 -0.3075 -1.2411 0.1774 1.1598 0.0574
H 5.4089 -6.3356 -2.6032 -0.0529 -0.6710 -1.0484 0.0693
H 5.9024 -6.6527 -0.9700 -0.0025 -0.7594 0.8052 0.0672
H 6.4970 -5.2374 -1.7716 -0.6111 -0.4494 -0.1709 0.0944
H 4.8231 -4.2692 -0.6280 0.3590 0.1749 0.6182 0.1097
H 2.9090 -3.6994 -1.7824 0.4374 -0.3663 -0.3771 0.1178
H 3.2342 -4.9896 -3.0128 -0.3191 -0.2237 -0.2503 0.1205
H 4.9434 -2.3938 -4.7680 -0.4722 -0.9207 0.7663 0.1055
H 3.7953 -1.7708 -3.6583 -0.4618 0.4206 0.3605 0.0438
H 3.3349 -3.1964 -4.5427 -0.2551 -0.4540 -0.3396 0.0769
H 3.1188 -6.6537 -0.6377 0.2774 -0.2130 -0.6320 0.0722
H 2.8082 -5.2266 0.0293 0.6855 -0.1501 -0.2133 0.0602
C 4.0504 1.4845 -3.6208 -0.7953 -0.6874 1.8346 -0.0329
C 5.2025 2.3175 -3.0296 -0.6652 -0.9636 -0.1819 -0.4075
C 5.0222 3.7146 -3.4947 0.3675 1.3014 1.0393 -0.2742
O 5.0580 3.7739 -4.8628 0.6738 -0.4618 -1.5314 -0.1808
C 5.4151 5.0342 -5.3630 -1.1287 0.8203 0.3480 -0.1035
N 5.1549 2.2746 -1.5585 0.3053 1.3947 -0.0943 0.0514
H 4.0359 0.4547 -3.1237 -0.2064 1.3815 -0.6747 0.0752
H 4.0227 1.3752 -4.6765 0.7481 -0.1936 -1.0062 0.0639
H 3.0800 2.0406 -3.4620 0.8513 -0.7287 0.5014 0.0679
H 6.1833 2.0144 -3.3836 0.1246 -0.5095 -0.2925 0.1429
H 5.8210 4.3548 -3.0526 -0.3811 -0.1163 -0.0903 0.1370
H 4.0469 4.0853 -3.1943 -0.3036 0.3096 0.6621 0.1196
H 6.3940 5.3672 -4.9701 -0.2522 -0.1507 -0.3719 0.0922
H 4.6324 5.7854 -5.0424 0.7678 -0.4359 -0.2832 0.1039
H 5.3674 4.9651 -6.4527 0.3512 0.1019 0.2056 0.0906
H 5.9860 2.7880 -1.2255 -0.6819 -0.1290 -0.0099 0.0978
H 5.2817 1.3421 -1.2053 -0.1149 -0.9294 -0.1281 0.0217
```
Positions in Å, forces in eV/Å.

Its largest force on an atom is 3.398 eV/Å. As for the orbital gap: 9.49 eV.